The following is a quantum chemistry calculation of a gas-phase ion, C5H10N3O (charge +1) in a non-equilibrium geometry, from the Open Molecules 2025 dataset.

Positions of all 19 atoms, in Å:
C: -0.90 1.26 2.45
N: -0.98 0.67 1.18
C: -0.76 1.40 0.07
O: -0.31 1.29 -1.17
C: 0.32 0.21 -2.00
N: 0.90 -0.80 -1.09
N: 1.59 -1.90 -1.75
C: 0.29 -1.21 0.07
C: -0.41 -0.61 1.04
H: 0.21 1.37 2.61
H: -1.43 2.17 2.40
H: -1.49 0.78 3.32
H: -0.98 2.41 0.15
H: -0.50 -0.08 -2.68
H: 1.09 0.79 -2.51
H: 2.31 -1.50 -2.26
H: 0.97 -2.66 -2.01
H: 0.65 -2.22 0.33
H: -0.56 -1.37 1.84

Values from the calculation:
- Net charge: +1
- HOMO-LUMO gap (alpha / beta): 8.4 / 8.4 eV

Mulliken atomic charge list, values in e, 6 entries: number 1, C, carries -0.950; number 2, N, carries 0.144; number 3, C, carries 0.218; number 4, O, carries -0.330; number 5, C, carries -0.236; number 6, N, carries 0.125


The following is a quantum chemistry calculation of 2 unconnected molecules or ions with the total composition C2H6N2O2 in a non-equilibrium geometry, from the Open Molecules 2025 dataset.

Positions of all 12 atoms, in Å:
N: -0.63 -0.38 1.64
N: 0.26 -0.61 0.63
C: 1.17 0.32 0.52
O: 2.29 0.04 -0.14
H: -1.27 -1.18 1.70
H: -1.25 0.41 1.40
H: 1.23 1.26 1.10
H: 2.19 -0.87 -0.48
C: -0.98 0.21 -1.55
O: -2.16 0.21 -1.20
H: -0.27 1.05 -1.27
H: -0.58 -0.45 -2.33

Values from the calculation:
- Net charge: 0
- HOMO-LUMO gap: 9.4 eV

Mulliken atomic charge list, values in e, 6 entries: number 1, N, carries -0.572; number 2, N, carries -0.352; number 3, C, carries 0.115; number 4, O, carries -0.465; number 5, H, carries 0.273; number 6, H, carries 0.256


The following is a quantum chemistry calculation of a molecular structure, C26H38CuGeNO2S5Se2 in a non-equilibrium geometry, from the Open Molecules 2025 dataset.

Positions of all 76 atoms, in Å:
Cu: 0.00 0.00 0.00
C: 3.45 -0.36 2.69
Se: 1.87 -0.02 1.59
C: 1.85 1.88 1.99
C: 0.53 2.21 2.67
Se: -0.94 1.58 1.55
C: -0.99 3.21 0.49
H: 4.31 0.22 2.30
H: 3.69 -1.44 2.63
H: 3.23 -0.10 3.75
H: 1.96 2.44 1.04
H: 2.68 2.18 2.65
H: 0.44 3.30 2.88
H: 0.46 1.69 3.64
H: -1.17 4.09 1.15
H: -1.84 3.14 -0.22
H: -0.05 3.32 -0.09
C: -1.39 -0.34 -4.30
O: -1.76 -1.10 -3.15
C: -2.11 -2.41 -3.37
C: -2.87 -2.79 -4.47
C: -3.36 -4.10 -4.57
C: -3.11 -5.02 -3.55
C: -2.36 -4.64 -2.44
C: -1.82 -3.35 -2.37
N: -1.05 -3.04 -1.23
C: 0.08 -2.44 -1.20
C: 0.98 -2.07 -2.30
C: 1.24 -2.98 -3.35
C: 2.12 -2.62 -4.37
C: 2.74 -1.38 -4.32
C: 2.50 -0.51 -3.25
C: 1.62 -0.81 -2.19
O: 1.42 0.00 -1.23
H: -0.83 0.53 -3.96
H: -2.28 0.01 -4.82
H: -0.75 -0.92 -4.98
H: -3.14 -2.09 -5.25
H: -3.96 -4.39 -5.43
H: -3.52 -6.03 -3.62
H: -2.17 -5.38 -1.66
H: -1.45 -3.34 -0.34
H: 0.43 -2.18 -0.18
H: 0.78 -3.96 -3.38
H: 2.33 -3.30 -5.19
H: 3.44 -1.08 -5.10
H: 3.02 0.45 -3.23
C: -1.76 4.34 -1.69
Ge: -1.56 2.62 -2.58
C: -3.30 1.99 -3.16
C: -0.40 2.82 -4.12
C: -0.78 1.34 -1.34
H: -2.20 5.07 -2.40
H: -0.76 4.71 -1.36
H: -2.42 4.23 -0.81
H: -3.75 2.72 -3.86
H: -3.96 1.87 -2.27
H: -3.19 1.01 -3.66
H: -0.85 3.56 -4.83
H: -0.29 1.84 -4.63
H: 0.60 3.19 -3.79
H: 0.22 1.71 -1.02
H: -0.66 0.36 -1.85
C: 0.51 -1.24 4.96
S: -1.30 -1.10 5.03
C: -1.73 -2.49 4.06
C: -1.56 -2.60 2.72
S: -0.88 -1.52 1.52
S: -2.11 -4.13 2.02
C: -2.71 -4.85 3.50
S: -3.40 -6.36 3.58
S: -2.49 -3.82 4.90
H: 0.94 -0.54 5.68
H: 0.90 -0.98 3.98
H: 0.83 -2.25 5.23
H: -0.63 -1.08 -1.08

Values from the calculation:
- Spin multiplicity: 2
- Net charge: -1
- HOMO-LUMO gap (alpha / beta): 5.9 / 5.7 eV

Mulliken atomic charge list, values in e, 6 entries: number 1, Cu, carries -1.603; number 2, C, carries -1.237; number 3, Se, carries 0.511; number 4, C, carries -0.860; number 5, C, carries -0.627; number 6, Se, carries 0.195


The following is a quantum chemistry calculation of 6 unconnected molecules or ions with the total composition C15H30FO15 in a non-equilibrium geometry, from the Open Molecules 2025 dataset.

Positions of all 61 atoms, in Å:
F: -0.10 0.42 0.88
C: -4.80 -2.80 -3.06
O: -4.65 -1.96 -1.91
C: -4.05 -0.72 -2.03
O: -3.44 -0.40 -3.06
O: -3.93 -0.12 -0.82
C: -2.88 0.78 -0.62
H: -4.66 -3.85 -2.78
H: -4.26 -2.48 -3.95
H: -5.84 -2.61 -3.31
H: -3.02 1.65 -1.26
H: -1.92 0.39 -0.95
H: -2.74 1.04 0.43
C: -0.14 3.94 0.34
O: 1.23 4.07 -0.13
C: 2.20 3.51 0.52
O: 2.04 2.83 1.59
O: 3.35 3.65 -0.15
C: 3.49 4.02 -1.53
H: -0.50 4.73 1.00
H: -0.22 3.03 0.94
H: -0.93 3.88 -0.40
H: 4.51 3.92 -1.89
H: 3.34 5.10 -1.54
H: 2.75 3.73 -2.27
C: -2.78 -0.61 6.72
O: -1.63 -0.21 5.94
C: -1.41 -0.54 4.69
O: -0.37 -0.34 4.10
O: -2.62 -0.98 4.08
C: -2.75 -1.42 2.77
H: -3.21 -1.57 6.44
H: -3.53 0.16 6.52
H: -2.45 -0.70 7.75
H: -2.49 -2.48 2.70
H: -2.17 -0.81 2.07
H: -3.82 -1.39 2.54
C: 2.16 -3.10 -2.61
O: 2.22 -2.57 -1.36
C: 1.16 -2.49 -0.51
O: 1.33 -2.04 0.60
O: 0.06 -2.86 -1.05
C: -1.18 -2.61 -0.45
H: 1.60 -2.46 -3.30
H: 1.67 -4.08 -2.63
H: 3.14 -3.23 -3.07
H: -1.25 -3.20 0.46
H: -2.02 -3.04 -1.00
H: -1.33 -1.59 -0.10
C: 1.70 0.81 -2.28
O: 3.12 0.89 -2.26
C: 3.84 0.56 -1.14
O: 3.44 0.18 -0.01
O: 5.14 0.88 -1.39
C: 6.20 0.70 -0.56
H: 1.47 -0.25 -2.42
H: 1.28 1.35 -3.13
H: 1.23 1.24 -1.39
H: 7.16 0.80 -1.06
H: 6.11 -0.20 0.04
H: 6.18 1.43 0.25

Values from the calculation:
- Net charge: -1
- HOMO-LUMO gap: 6.5 eV

Mulliken atomic charge list, values in e, 6 entries: number 1, F, carries -0.811; number 2, C, carries -0.761; number 3, O, carries -0.284; number 4, C, carries 0.817; number 5, O, carries -0.624; number 6, O, carries -0.286


The following is a quantum chemistry calculation of 2 unconnected molecules or ions with the total composition C5H9N3 in a non-equilibrium geometry, from the Open Molecules 2025 dataset.

Positions of all 17 atoms, in Å:
H: -0.24 -0.50 2.02
N: -0.95 -0.77 1.33
C: -0.38 -1.05 0.26
C: -0.73 -1.42 -1.03
C: 0.75 -1.22 -0.63
C: 1.60 -2.04 -0.01
H: -1.00 -2.44 -1.23
H: -1.10 -0.67 -1.71
H: 1.29 -2.84 0.66
H: 2.67 -1.95 -0.21
H: 1.82 2.34 0.26
N: 0.95 1.99 0.67
C: -0.05 2.36 -0.05
N: -1.33 2.05 0.25
H: 0.07 2.94 -0.98
H: -1.97 1.91 -0.53
H: -1.41 1.30 0.94

Values from the calculation:
- Net charge: 0
- HOMO-LUMO gap (alpha / beta): 7.2 / 6.9 eV

Mulliken atomic charge list, values in e, 6 entries: number 1, H, carries 0.290; number 2, N, carries -0.791; number 3, C, carries 0.526; number 4, C, carries -0.366; number 5, C, carries -0.001; number 6, C, carries -0.651


The following is a quantum chemistry calculation of a gas-phase ion, F2H4N2P (charge +1) in a non-equilibrium geometry, from the Open Molecules 2025 dataset.

Positions of all 9 atoms, in Å:
N: -0.03 -1.41 -0.42
N: -0.26 1.34 0.60
F: -2.05 -0.53 0.91
F: -1.84 0.57 -1.19
P: -0.95 0.05 -0.02
H: -0.60 -2.21 -0.68
H: 0.76 -1.27 -1.02
H: -0.52 2.26 0.27
H: 0.36 1.31 1.40

Values from the calculation:
- Spin multiplicity: 3
- Net charge: +1
- HOMO-LUMO gap (alpha / beta): 7.1 / 6.6 eV

Mulliken atomic charge list, values in e, 6 entries: number 1, N, carries -0.290; number 2, N, carries -0.419; number 3, F, carries -0.152; number 4, F, carries -0.126; number 5, P, carries 0.630; number 6, H, carries 0.368


The following is a quantum chemistry calculation of a molecular structure, C43H42O3P3S5Zn in a non-equilibrium geometry, from the Open Molecules 2025 dataset.

Positions of all 97 atoms, in Å:
Zn: -0.51 -1.72 -0.91
O: 0.83 1.97 0.48
C: 0.22 3.18 0.78
C: 0.67 3.93 1.87
C: -0.10 5.08 2.22
C: -1.18 5.45 1.48
C: -1.54 4.69 0.36
C: -0.86 3.54 -0.01
P: -1.40 2.35 -1.32
C: 0.10 2.30 -2.37
C: 1.06 3.33 -2.44
C: 2.15 3.15 -3.34
C: 2.13 2.10 -4.22
C: 1.13 1.15 -4.18
C: 0.09 1.20 -3.27
C: -2.49 3.40 -2.34
C: -2.11 4.30 -3.35
C: -3.06 5.00 -4.10
C: -4.42 4.78 -3.86
C: -4.84 3.80 -2.90
C: -3.85 3.18 -2.17
C: 1.62 1.28 1.40
C: 2.93 1.69 1.54
C: 3.75 0.85 2.31
C: 3.24 -0.23 2.94
C: 1.88 -0.57 2.85
C: 1.03 0.18 2.03
P: -0.63 -0.49 1.69
C: -0.97 -1.66 3.05
C: -1.57 -1.32 4.20
C: -1.94 -2.33 5.13
C: -1.66 -3.65 4.93
C: -1.08 -3.99 3.70
C: -0.75 -3.02 2.76
C: -1.74 0.92 2.06
C: -3.00 0.91 1.40
C: -3.91 1.85 1.75
C: -3.64 2.77 2.79
C: -2.43 2.72 3.45
C: -1.41 1.83 3.11
H: 1.52 3.73 2.51
H: 0.18 5.67 3.10
H: -1.88 6.24 1.72
H: -2.46 4.92 -0.14
H: 0.98 4.08 -1.61
H: 2.87 3.96 -3.30
H: 2.89 2.15 -4.94
H: 1.13 0.31 -4.87
H: -0.70 0.54 -3.27
H: -1.01 4.35 -3.58
H: -2.81 5.72 -4.86
H: -5.22 5.39 -4.37
H: -5.93 3.47 -2.67
H: -4.22 2.44 -1.37
H: 3.27 2.55 1.02
H: 4.75 1.13 2.40
H: 3.98 -0.90 3.38
H: 1.42 -1.42 3.37
H: -1.78 -0.30 4.42
H: -2.49 -2.07 6.01
H: -1.91 -4.34 5.72
H: -1.06 -5.03 3.44
H: -0.44 -3.38 1.73
H: -3.03 0.27 0.56
H: -4.92 1.89 1.27
H: -4.46 3.48 3.03
H: -2.27 3.38 4.33
H: -0.55 1.84 3.63
S: -4.17 -4.18 -1.00
C: -2.73 -3.38 -1.24
S: -2.59 -1.79 -1.94
S: -1.22 -3.98 -0.60
C: 2.87 -4.71 2.36
C: 2.33 -4.83 1.01
C: 3.24 -5.70 0.10
O: 2.04 -3.51 0.59
P: 2.74 -2.74 -0.70
S: 4.71 -2.59 -0.55
S: 1.67 -1.02 -0.88
O: 2.17 -3.58 -1.95
C: 2.17 -3.08 -3.29
C: 0.80 -3.48 -3.88
C: 3.26 -3.75 -4.14
H: 2.92 -5.72 2.84
H: 2.31 -4.00 2.95
H: 3.89 -4.30 2.17
H: 1.39 -5.42 1.03
H: 4.29 -5.38 -0.01
H: 2.89 -5.76 -0.93
H: 3.31 -6.72 0.57
H: 2.34 -2.02 -3.38
H: 0.53 -4.53 -3.70
H: 0.85 -3.32 -4.98
H: -0.10 -2.78 -3.57
H: 3.04 -4.81 -4.20
H: 4.26 -3.58 -3.70
H: 3.23 -3.27 -5.14

Values from the calculation:
- Net charge: -1
- HOMO-LUMO gap: 6.7 eV

Mulliken atomic charge list, values in e, 6 entries: number 1, Zn, carries 2.827; number 2, O, carries 0.752; number 3, C, carries 0.785; number 4, C, carries -1.071; number 5, C, carries -0.684; number 6, C, carries -0.984


The following is a quantum chemistry calculation of 4 unconnected molecules or ions with the total composition C26H31F3NO8PS in a non-equilibrium geometry, from the Open Molecules 2025 dataset.

Positions of all 71 atoms, in Å:
H: 3.58 -3.98 -1.47
N: 2.76 -4.29 -0.95
C: 1.96 -3.31 -0.79
C: 0.67 -3.49 -0.04
C: -0.46 -2.60 -0.59
C: -1.82 -3.32 -0.73
C: -1.74 -4.56 -1.63
O: -1.86 -5.80 -0.91
C: -3.09 -6.20 -0.59
F: -3.03 -7.40 -0.13
F: -3.94 -6.19 -1.62
F: -3.67 -5.43 0.36
C: -2.85 -2.31 -1.24
O: -2.30 -1.72 -2.40
C: -3.10 -1.24 -0.16
P: -4.45 -0.11 -0.65
O: -4.12 0.70 -1.81
O: -5.67 -1.12 -0.91
O: -4.85 0.69 0.67
O: -1.91 -0.43 -0.01
S: -0.64 -1.22 0.53
O: 0.47 -0.34 0.38
O: -0.99 -1.75 1.82
H: 2.16 -2.31 -1.18
H: 0.86 -3.27 1.02
H: 0.39 -4.54 -0.09
H: -0.17 -2.16 -1.54
H: -2.11 -3.61 0.29
H: -0.76 -4.62 -2.11
H: -2.48 -4.52 -2.43
H: -3.81 -2.79 -1.47
H: -2.98 -1.24 -2.89
H: -3.31 -1.71 0.81
H: -6.12 -1.40 -0.11
H: -4.54 0.29 1.50
C: 0.33 3.68 2.08
C: -0.39 2.73 1.37
C: -1.35 3.12 0.45
C: -1.59 4.47 0.24
C: -0.88 5.43 0.95
C: 0.08 5.03 1.87
H: 1.08 3.37 2.79
H: -0.20 1.67 1.54
H: -1.91 2.38 -0.11
H: -2.34 4.78 -0.48
H: -1.07 6.48 0.78
H: 0.65 5.78 2.42
C: 0.27 8.35 6.01
C: 1.46 8.53 6.71
C: 2.41 7.52 6.73
C: 2.18 6.33 6.05
C: 1.00 6.15 5.35
C: 0.04 7.16 5.33
H: -0.47 9.13 6.00
H: 1.64 9.45 7.25
H: 3.34 7.66 7.28
H: 2.93 5.55 6.06
H: 0.81 5.23 4.82
H: -0.88 7.02 4.79
C: 4.98 -4.66 -5.66
C: 5.06 -4.14 -4.38
C: 4.81 -2.80 -4.15
C: 4.48 -1.96 -5.21
C: 4.41 -2.47 -6.50
C: 4.65 -3.82 -6.72
H: 5.17 -5.71 -5.84
H: 5.31 -4.80 -3.55
H: 4.87 -2.39 -3.15
H: 4.29 -0.91 -5.03
H: 4.16 -1.82 -7.32
H: 4.59 -4.22 -7.73

Values from the calculation:
- Net charge: 0
- HOMO-LUMO gap: 8.8 eV

Mulliken atomic charge list, values in e, 6 entries: number 1, H, carries 0.297; number 2, N, carries -0.710; number 3, C, carries -0.052; number 4, C, carries -0.726; number 5, C, carries -0.332; number 6, C, carries -0.131


In order of appearance, total energy = -435.63789; -339.70869; -11729.68496; -1817.92255; -359.96729; -652.59175; -6684.00746; -2705.24496 a.u..